Computed, not measured: C21H13BrN2O4S in the gas phase at a distorted geometry, with wB97M-V/def2-TZVPD.

```
42
Properties=species:S:1:pos:R:3:forces:R:3
O 0.51048 3.06278 0.93863 -0.23 -0.91 0.34
O 0.42326 -1.37124 0.11486 0.62 1.67 1.88
O -0.65561 1.59908 3.27708 1.32 0.72 -1.17
O -1.03491 -0.66293 2.60255 2.78 1.91 -1.29
Br 4.85311 -1.52625 6.33685 -0.41 0.35 -0.60
C 0.12214 1.97371 0.54505 0.80 6.30 -0.65
C 0.19316 -0.17592 0.18894 -1.31 -5.10 -4.92
C -4.34193 -1.14132 -2.55734 -0.87 0.58 -0.75
C 0.91794 0.35783 -4.90182 -2.38 -0.87 1.49
C -4.23759 -1.10951 -1.17551 1.81 1.33 1.86
C 1.72161 0.72513 -3.83558 3.03 0.56 -0.89
C 3.17035 0.49788 5.11978 -1.93 -1.28 -1.14
C 2.93837 -1.77724 4.17451 1.24 -0.39 2.10
C -3.33209 -0.63017 -3.38724 1.06 -1.09 2.10
C -0.40025 -0.11644 -4.58521 1.90 0.87 -3.14
C -3.05928 -0.54250 -0.49703 0.29 -1.37 -3.75
C 1.37523 0.70308 -2.51625 -3.58 -1.20 -0.08
C 1.98734 0.92095 4.34135 2.00 -3.18 -0.44
C 1.85958 -1.46559 3.41630 -1.22 3.38 -1.03
C 3.54321 -0.85539 5.10922 -1.13 0.70 -1.38
C -2.14365 -0.32876 -2.74072 0.06 0.21 0.57
C -0.85019 -0.07877 -3.33650 0.30 0.33 1.42
C -1.95088 -0.22074 -1.34006 -3.37 -0.18 1.07
C 0.03443 0.28583 -2.35747 2.82 1.24 1.92
C 1.41348 -0.06038 3.47722 0.70 0.04 1.33
N -0.61940 1.81598 -0.53433 -1.50 -2.29 -1.96
N 0.51084 0.80056 1.06628 0.31 -2.21 2.42
C -0.60339 0.37965 -1.02511 -0.44 1.61 1.67
S -0.06503 0.47543 2.60993 -2.88 -3.61 4.48
H -5.24534 -1.48584 -3.08303 0.29 -0.02 0.68
H 1.15762 0.42818 -5.93788 0.67 0.01 -0.35
H -5.00650 -1.41862 -0.46346 -0.06 -0.17 -0.73
H 2.77008 1.00457 -3.95837 -0.23 0.13 -0.80
H 3.72298 1.14173 5.75962 0.00 0.72 0.39
H 3.35605 -2.77892 4.25475 -0.32 0.02 -0.44
H -3.30533 -0.72036 -4.44671 -0.46 0.05 -0.67
H -1.07321 -0.40446 -5.36514 -0.14 -0.14 -0.61
H -2.92715 -0.65760 0.54583 -0.18 0.33 1.04
H 1.94479 0.97904 -1.63464 0.36 0.03 -0.49
H 1.60835 1.91981 4.36342 -0.10 0.40 0.08
H 1.32854 -2.06866 2.66760 0.50 -0.19 0.63
H -0.61121 2.52639 -1.23034 -0.12 0.73 -0.18
```
Positions in Å, forces in eV/Å.

Values from the calculation:
Structure (SMILES)   O=C1NC2(C(=O)N1S(=O)(=O)c1ccc(Br)cc1)c1ccccc1-c1ccccc12
HOMO-LUMO gap   8.768 eV
E   -114033.4776 eV
LUMO energy   -0.010 eV
ΔE to the lowest compared entry with this formula, charge and spin   8.8 kcal/mol